[1]
81
Properties=species:S:1:pos:R:3:forces:R:3:lowdin_spin:R:1 method="wB97M-V/def2-TZVPD" total_energy_ha=-5427.3053 lumo_ev="3.90 / 3.89" e_homo_ev="-0.3 / -1.1" de_lowest_kcal_mol=3.7 total_charge=-2 s2=0.78 multiplicity=2 gap_ev="4.2 / 5.0"
Co -0.300588 0.717353 -0.141631 -0.15 0.33 0.21 0.050
C 1.538129 4.740487 1.038555 -0.04 -0.05 -0.03 0.000
C 0.604301 3.591966 0.735441 0.17 -0.04 0.09 0.000
S 1.330096 1.989436 0.726466 -0.07 0.06 -0.10 0.000
C -0.701347 3.767619 0.514921 -0.28 0.06 0.04 0.000
C -1.335166 5.138417 0.523694 -0.01 -0.07 -0.01 0.000
S -1.788943 2.424474 0.186216 0.34 -0.13 -0.16 -0.002
H 2.573958 4.404756 0.993081 0.00 0.01 0.00 0.000
H 1.359548 5.153258 2.038713 0.01 0.01 0.01 0.000
H 1.418665 5.554103 0.317035 0.00 -0.01 0.01 0.000
H -0.952583 5.760308 1.338251 0.01 0.00 -0.01 0.000
H -2.416385 5.052011 0.638990 0.00 0.00 0.01 0.000
H -1.144429 5.663952 -0.418821 -0.01 0.00 0.01 0.000
O -3.572177 -4.163026 -3.739659 -0.01 0.01 0.00 0.002
C -4.215255 -3.351944 -2.759475 0.00 -0.01 -0.01 0.006
C -3.266677 -2.340234 -2.188976 -0.01 0.04 0.02 0.054
C -3.801634 -1.212963 -1.512931 0.01 -0.06 0.02 0.111
C -2.928685 -0.323188 -0.933151 0.02 -0.07 -0.02 0.005
N -1.601803 -0.452531 -0.987980 -0.30 0.19 -0.01 0.136
C -1.062851 -1.530876 -1.644082 0.01 -0.03 0.02 0.124
C -1.915104 -2.491490 -2.250584 0.03 0.00 -0.03 0.040
C 0.344913 -1.606870 -1.600511 0.15 -0.10 -0.02 0.107
C 1.122213 -2.632695 -2.189081 0.00 0.04 -0.04 0.047
C 2.480655 -2.647785 -2.025579 0.03 -0.10 0.01 0.040
C 3.303602 -3.777119 -2.577650 0.00 0.00 -0.01 0.002
O 3.079350 -5.009348 -1.873463 0.03 0.02 -0.01 0.004
C 3.090078 -1.627369 -1.267592 -0.05 0.04 0.04 0.116
C 2.289838 -0.645153 -0.724993 0.05 -0.05 -0.05 0.006
N 0.968394 -0.616225 -0.873565 -0.20 0.04 0.18 0.135
H -4.193174 -4.842065 -4.013592 0.01 -0.01 0.01 0.000
H -4.594820 -3.983024 -1.944662 -0.02 0.01 0.01 0.002
H -5.074291 -2.827614 -3.195624 0.01 0.01 -0.03 0.001
H -4.869023 -1.043510 -1.450675 0.00 0.00 0.00 0.011
H -3.297661 0.541820 -0.396727 0.00 0.01 -0.02 -0.002
H -1.493336 -3.347300 -2.757546 0.01 0.01 -0.01 0.001
H 0.642800 -3.411182 -2.769317 -0.01 0.01 0.01 0.002
H 4.364270 -3.514147 -2.527491 0.01 0.00 -0.02 0.000
H 3.050084 -3.972760 -3.620626 -0.01 0.00 0.00 0.001
H 2.815921 -4.768459 -0.979242 -0.01 0.00 0.00 0.000
H 4.161991 -1.587833 -1.137105 0.03 0.01 0.00 0.008
H 2.714474 0.166590 -0.149747 0.03 0.00 -0.04 -0.001
C -0.115102 -4.040306 5.140402 0.00 0.01 -0.02 0.000
C -0.125814 -2.663241 5.328538 0.00 -0.01 -0.01 0.000
C -0.179564 -1.796927 4.247486 0.02 0.01 -0.02 0.000
C -0.224666 -2.280632 2.933568 -0.04 0.06 -0.09 -0.001
C -0.203284 -3.669983 2.765688 -0.03 -0.05 0.00 0.000
C -0.154349 -4.539038 3.845325 -0.01 0.02 0.01 0.000
C -0.205500 -1.438101 1.714806 -0.01 -0.05 0.16 -0.001
C -0.606976 -0.169151 1.538982 0.17 0.00 -0.05 -0.012
C -1.370392 0.518053 2.610734 -0.03 -0.05 -0.05 0.000
C -0.909061 1.659654 3.266570 0.08 0.00 0.11 -0.001
C -1.641558 2.222177 4.298186 -0.03 -0.02 0.01 0.000
C -2.864081 1.678482 4.682081 0.02 0.02 -0.03 -0.001
C -3.348443 0.564504 4.011556 0.02 0.01 -0.01 0.000
C -2.606335 -0.008362 2.987898 -0.03 0.00 0.02 -0.001
H -0.062648 -4.712540 5.988734 -0.02 0.00 0.00 0.000
H -0.081171 -2.256155 6.332474 -0.01 0.01 0.00 0.000
H -0.171404 -0.730170 4.419831 0.01 0.01 0.01 0.000
H -0.229093 -4.065373 1.755612 0.02 0.00 0.00 0.000
H -0.140709 -5.609795 3.675504 0.00 0.00 -0.01 0.000
H 0.209599 -1.968237 0.865514 0.07 0.00 0.03 0.001
H 0.030780 2.092907 2.947083 -0.04 -0.01 0.02 0.000
H -1.262805 3.106518 4.798564 0.00 0.00 0.00 0.000
H -3.437604 2.129554 5.483918 0.00 0.00 0.00 0.000
H -4.305892 0.136764 4.287859 0.00 0.00 -0.01 0.000
H -2.979759 -0.880339 2.463164 0.00 -0.01 0.01 0.000
F 1.562914 4.557176 -2.506747 -0.06 0.04 0.01 0.000
C 0.680121 3.927183 -3.283419 0.08 -0.07 0.00 0.000
F 0.821217 4.380804 -4.534117 0.03 0.07 0.01 0.000
F -0.545385 4.245220 -2.870312 -0.10 0.10 -0.01 0.000
S 0.905787 2.074222 -3.216624 -0.14 0.08 -0.01 0.000
O -0.034641 1.694345 -2.195147 0.24 -0.15 -0.19 0.004
O 0.663296 1.637940 -4.563765 -0.01 0.01 0.10 0.000
N 2.372760 1.874126 -2.709729 0.06 -0.19 -0.16 0.000
S 3.616641 2.001513 -3.669971 -0.17 0.04 -0.04 0.000
O 4.026841 0.771340 -4.287293 0.04 0.05 0.04 0.001
O 3.639018 3.201323 -4.468385 0.02 -0.08 0.05 0.000
C 4.876418 2.296129 -2.359081 0.05 0.01 0.03 0.000
F 4.548695 3.306621 -1.559424 0.02 0.03 -0.03 0.000
F 5.079067 1.209667 -1.610261 -0.02 0.00 0.03 0.001
F 6.045731 2.602284 -2.955091 0.00 -0.02 0.03 0.000


[2]
67
Properties=species:S:1:pos:R:3:forces:R:3:nbo_charge:R:1 method="wB97M-V/def2-TZVPD" total_energy_ha=-1878.0144 lumo_ev="-3.59 / -3.95" e_homo_ev="-9.8 / -10.0" de_lowest_kcal_mol=75.4 total_charge=+1 s2=0.79 multiplicity=2 gap_ev="6.2 / 6.0"
Ir -0.322672 -0.525793 0.300545 0.09 0.19 0.03 0.621
I -2.901279 -0.219399 0.334047 -0.18 0.09 0.03 0.498
C -3.040065 -0.485808 -1.717781 0.00 -0.06 0.01 -0.137
C -4.271027 -0.527862 -2.298032 0.01 -0.01 -0.01 -0.244
C -4.344340 -0.630452 -3.700100 0.03 0.01 0.00 -0.200
C -3.191738 -0.653681 -4.427786 -0.02 -0.01 0.01 -0.157
C -1.917076 -0.592579 -3.812025 0.02 0.00 -0.03 -0.058
C -0.751401 -0.576272 -4.612012 0.00 0.00 0.03 -0.201
C 0.459027 -0.481171 -4.005502 -0.02 -0.01 -0.01 -0.185
C 0.555422 -0.445142 -2.596979 0.09 0.07 0.06 -0.303
C -0.513719 -0.496736 -1.733309 -0.10 -0.10 -0.16 -0.100
C -1.802845 -0.531182 -2.393736 0.01 -0.04 0.02 -0.062
H -5.174503 -0.476627 -1.705480 0.00 0.00 0.00 0.229
H -5.309913 -0.673445 -4.184560 0.00 -0.01 0.00 0.231
H -3.230054 -0.713321 -5.508208 0.00 0.00 0.00 0.222
H -0.846155 -0.626961 -5.688820 0.00 0.00 0.00 0.222
H 1.368086 -0.448804 -4.592876 0.00 0.01 0.00 0.217
H 1.560143 -0.378639 -2.213328 -0.11 -0.02 -0.07 0.181
O -0.346174 -0.418895 2.593909 -0.09 0.02 -0.04 -0.712
C 0.159145 0.517396 3.528904 -0.01 0.08 -0.01 -0.098
C 1.080796 1.575349 2.946469 0.18 -0.28 -0.08 0.240
C 1.972646 2.121784 3.855932 0.09 -0.04 -0.05 -0.222
C 2.926453 3.038330 3.456291 0.01 0.02 0.03 -0.110
C 3.005785 3.358632 2.112592 -0.02 -0.05 -0.01 -0.226
C 2.074613 2.823582 1.252726 -0.01 0.07 0.06 0.077
N 1.110698 1.974643 1.654660 -0.32 0.10 0.03 -0.294
H -0.981994 -1.011892 3.011571 0.08 -0.06 0.04 0.522
H 0.765920 -0.022117 4.259933 -0.04 0.04 0.06 0.212
H -0.653486 1.010272 4.070241 -0.04 0.02 -0.07 0.219
H 1.920005 1.798891 4.887326 0.00 0.01 0.00 0.243
H 3.601162 3.479227 4.177102 0.02 -0.03 0.00 0.248
H 3.752286 4.037784 1.727821 -0.01 0.01 0.00 0.254
H 2.050337 3.092847 0.208526 -0.05 0.04 0.00 0.253
C 2.175492 -1.496989 1.762434 -0.05 0.01 -0.03 -0.416
N 1.789473 -1.123117 0.373794 0.11 -0.10 -0.01 -0.397
C 2.859467 -0.212146 -0.089398 -0.02 0.04 0.02 -0.408
C 1.859623 -2.399611 -0.417311 -0.01 0.08 -0.03 -0.264
C 0.713463 -3.264722 -0.009802 -0.05 0.03 -0.04 -0.019
C 0.838258 -4.641058 0.085066 -0.02 0.00 -0.03 -0.222
C -0.255485 -5.409211 0.461294 0.02 -0.01 -0.01 -0.218
C -1.451285 -4.776243 0.748197 -0.02 0.00 0.00 -0.204
C -1.560143 -3.389647 0.664553 0.00 0.01 -0.01 -0.264
C -0.482913 -2.586439 0.280933 0.03 -0.14 0.04 -0.237
H 3.170903 -1.947045 1.740833 0.01 0.00 0.01 0.205
H 1.469167 -2.214428 2.167753 -0.01 0.01 0.00 0.239
H 2.219329 -0.608789 2.387304 -0.01 -0.01 0.00 0.187
H 3.803060 -0.760981 -0.148118 0.00 0.00 -0.02 0.208
H 2.983952 0.593410 0.628022 0.02 -0.02 0.00 0.198
H 2.639168 0.215666 -1.060389 0.02 0.01 0.09 0.217
H 2.835210 -2.866744 -0.249941 -0.01 -0.01 0.05 0.199
H 1.784211 -2.140491 -1.469387 0.04 -0.03 0.01 0.236
H 1.786752 -5.117548 -0.136994 0.00 0.00 0.00 0.211
H -0.170672 -6.485158 0.533415 0.00 0.00 0.00 0.222
H -2.314128 -5.360552 1.042810 0.00 0.00 0.00 0.218
H -2.523776 -2.955904 0.898046 0.00 0.02 0.02 0.200
N -2.358278 6.468767 -0.762383 -0.01 0.00 0.00 -0.269
C -1.936757 5.430796 -0.494532 -0.02 -0.03 -0.02 0.254
C -1.398231 4.159535 -0.152879 -0.01 0.03 0.00 -0.148
C -0.475873 3.515507 -1.011843 -0.10 -0.07 -0.01 -0.204
C 0.141115 2.365888 -0.629395 0.08 -0.06 0.02 -0.154
C -0.113777 1.705815 0.662862 0.26 0.00 0.15 -0.267
C -1.238482 2.331567 1.405148 -0.04 0.09 -0.10 -0.141
C -1.806385 3.505891 1.036826 -0.06 -0.08 -0.10 -0.221
H -0.287476 3.938086 -1.990720 0.02 0.00 0.01 0.239
H 0.799092 1.874450 -1.336837 0.10 0.08 0.05 0.214
H -1.643597 1.827395 2.274949 0.10 0.05 0.08 0.185
H -2.614541 3.932103 1.617606 0.02 0.01 0.02 0.238


[3]
74
Properties=species:S:1:pos:R:3:forces:R:3:lowdin_spin:R:1 method="wB97M-V/def2-TZVPD" total_energy_ha=-9504.6910 lumo_ev="-9.33 / -9.98" e_homo_ev="-16.2 / -16.2" de_lowest_kcal_mol=28.0 total_charge=+3 s2=2.02 multiplicity=3 gap_ev="6.8 / 6.2"
W 0.453386 -0.181104 0.849297 -0.78 -0.28 -0.64 1.677
Br -6.819323 -1.333471 -0.650312 -0.23 -0.02 -0.10 -0.003
C -5.062265 -1.218116 -0.047739 0.27 -0.03 0.11 -0.004
C -4.584291 -2.157402 0.886547 0.04 -0.01 -0.01 0.021
C -3.289151 -2.106752 1.371667 -0.25 -0.01 -0.14 -0.002
C -2.448384 -1.108323 0.907138 0.61 -0.20 0.19 0.020
O -1.174187 -1.071682 1.330272 -0.45 0.15 0.52 0.062
C -2.902241 -0.154316 -0.006731 -0.15 0.12 -0.22 0.004
C -2.101873 0.954250 -0.338144 -0.02 0.07 -0.08 0.045
N -0.882577 1.228067 0.082409 0.15 0.24 -0.15 -0.005
C -0.427421 2.583337 -0.109587 -0.14 -0.35 0.07 0.004
C -1.227484 3.662058 -0.370988 -0.01 0.21 -0.05 0.000
C -0.652303 4.934279 -0.593974 -0.03 -0.13 0.04 -0.001
C 0.700280 5.103920 -0.527887 0.04 -0.07 -0.02 -0.003
C 1.535326 4.010704 -0.184576 0.04 0.18 0.03 -0.001
C 2.934031 4.123842 -0.039291 -0.03 0.07 -0.05 0.016
C 3.657912 3.028304 0.343638 -0.03 -0.11 0.03 0.002
C 2.990508 1.827296 0.601700 0.03 0.12 0.00 0.018
N 1.677629 1.670795 0.478162 0.00 -0.08 -0.12 0.014
C 0.952366 2.756164 0.055270 0.11 -0.13 0.04 0.003
C -4.231519 -0.220441 -0.492753 0.08 -0.06 0.10 0.016
H -5.248574 -2.942284 1.225116 -0.02 0.02 0.02 0.001
H -2.928163 -2.838106 2.081767 0.00 0.01 0.02 0.000
H -2.561167 1.702868 -0.976833 -0.06 -0.01 0.05 0.000
H -2.305331 3.577830 -0.399073 0.00 0.02 -0.01 0.000
H -1.300277 5.771077 -0.813114 -0.01 0.00 -0.01 0.000
H 1.148688 6.070830 -0.714307 0.00 0.01 0.02 0.000
H 3.417799 5.073838 -0.231016 0.00 0.01 0.02 0.001
H 4.729996 3.071250 0.471444 0.00 0.00 0.00 0.000
H 3.555601 0.980174 0.952736 0.01 -0.01 -0.02 0.002
H -4.588188 0.520707 -1.196750 -0.01 0.01 0.01 0.001
O -2.319703 -5.803441 -1.890323 0.08 0.28 -0.01 0.000
C -1.740289 -4.631023 -1.651423 -0.17 -0.44 -0.02 0.000
C -1.888546 -3.502890 -2.461933 0.09 0.17 0.01 0.000
C -1.227526 -2.347406 -2.107398 -0.02 -0.02 0.04 0.000
N -0.442404 -2.240001 -1.019822 -0.33 0.09 0.06 0.004
C -0.339093 -3.336678 -0.292701 0.27 -0.14 0.28 0.002
Br 0.850720 -3.162118 1.208808 -0.13 -0.23 0.01 0.009
C -0.932554 -4.552743 -0.511354 0.04 0.26 -0.13 0.000
H -2.833671 -5.792138 -2.709613 -0.03 -0.09 0.00 0.000
H -2.499690 -3.527857 -3.354508 0.00 -0.01 0.00 0.000
H -1.321624 -1.461827 -2.724973 -0.02 0.02 0.00 0.000
H -0.784520 -5.412851 0.124807 0.01 0.00 0.01 0.000
Br 3.639970 -1.447628 1.534824 0.07 -0.12 -0.01 0.029
C 3.133990 -1.408990 -0.281874 -0.05 0.18 -0.22 0.009
C 3.984180 -1.938167 -1.227449 0.01 -0.02 -0.06 0.000
C 3.624452 -1.828712 -2.564295 0.12 -0.06 -0.01 0.007
C 2.447557 -1.181375 -2.911110 -0.07 0.09 0.06 -0.001
C 1.645729 -0.692167 -1.905581 0.20 0.04 -0.09 0.009
N 1.969472 -0.817379 -0.603410 0.45 0.09 0.34 0.006
H 4.904803 -2.415997 -0.924219 0.00 0.01 -0.01 0.000
H 4.273850 -2.234454 -3.329374 0.00 0.00 0.00 0.000
H 2.151688 -1.055069 -3.942521 0.02 -0.01 -0.01 0.000
H 0.707924 -0.195958 -2.123465 0.10 0.03 0.00 0.002
C 1.570843 1.279154 3.409737 -0.16 -0.13 0.02 0.008
C 1.431195 1.626575 4.916109 0.04 0.01 0.05 0.000
N 0.184960 1.112478 5.449869 -0.03 -0.02 -0.21 0.001
C -0.928278 1.686015 4.711942 -0.03 0.00 0.03 0.001
C -0.849412 1.318532 3.204442 0.07 -0.16 0.00 0.007
N 0.377463 0.470503 2.951147 0.29 0.21 0.00 0.005
C 0.313712 -0.759319 3.832976 0.04 0.13 -0.10 0.009
C 0.164646 -0.331875 5.319132 -0.03 -0.06 0.05 0.001
H 2.457800 0.679782 3.208711 0.04 0.03 0.01 0.002
H 1.607304 2.178298 2.805016 -0.02 0.06 0.03 0.000
H 1.450855 2.707420 5.048737 0.03 0.00 0.01 0.000
H 2.262258 1.206885 5.481289 0.00 0.00 0.01 0.000
H -0.913228 2.768085 4.833951 -0.01 0.00 0.02 0.000
H -1.859971 1.314906 5.135989 -0.01 0.02 0.01 0.000
H -0.757253 2.203556 2.575524 -0.01 0.03 0.02 0.000
H -1.714532 0.741864 2.881845 -0.02 0.04 0.03 0.000
H 1.238554 -1.312068 3.660819 0.03 -0.01 0.03 0.001
H -0.519671 -1.365875 3.491699 -0.01 0.00 0.05 0.000
H 0.973651 -0.753456 5.913532 -0.01 -0.02 0.01 0.000
H -0.775403 -0.709002 5.718876 0.00 -0.01 0.03 0.000